a | Here is a cluster of 2 separate species, HI5Si2 in total from the Open Molecules 2025 dataset. Energies are from ωB97M-V/def2-TZVPD.

The charge is 0. For the HOMO-LUMO gap, the calculation gives 7.40 eV. As for the spin multiplicity: 1. As for the lowest unoccupied orbital energy: -1.46 eV.

XYZ file:
```
8
HI5Si2 | the Open Molecules 2025 dataset | ωB97M-V/def2-TZVPD
Si 3.49516 0.22035 -0.26506
Si -1.62105 0.30307 0.08917
I 1.97244 -1.66276 -1.15218
I -1.77763 0.76857 -2.27220
I -1.79731 -2.12624 0.56620
I 0.26563 1.60873 0.91627
I -3.67600 1.28910 1.04538
H 3.13876 -0.40083 1.07243
```

***

b | Here is a cluster of 2 separate species, HI5Si2 in total from the Open Molecules 2025 dataset. Energies are from ωB97M-V/def2-TZVPD.

The charge is 0. For the HOMO-LUMO gap (alpha / beta), the calculation gives 8.00 / 4.23 eV. As for the spin multiplicity: 1. As for the lowest unoccupied orbital energy (alpha / beta): -1.74 / -3.36 eV.

XYZ file:
```
8
HI5Si2 | the Open Molecules 2025 dataset | ωB97M-V/def2-TZVPD
Si 2.09325 -0.01369 0.28445
Si 2.63593 0.52911 2.50486
I 4.07225 -1.01566 -0.88145
I 0.32073 -1.83498 0.55060
I 0.63180 4.05102 -0.05310
I 1.20234 2.21851 3.43655
I 3.48198 -1.02222 4.20235
H 1.55375 1.15762 -0.66443
```

***

Energy above the most stable structure, in eV: a 0.000; b 1.389

***

a | Here is a cluster of 2 separate species, CH3N3O2 in total from the Open Molecules 2025 dataset. Energies are from ωB97M-V/def2-TZVPD.

The charge is 0. For the HOMO-LUMO gap, the calculation gives 10.26 eV. As for the spin multiplicity: 1. As for the lowest unoccupied orbital energy: 0.77 eV. As for the SMILES: C=[N+]([O-])O.N#N.

XYZ file:
```
9
CH3N3O2 | the Open Molecules 2025 dataset | ωB97M-V/def2-TZVPD
C -0.15756 -0.37879 0.02356
N 3.00536 -0.95236 1.08396
N 3.55595 -0.78214 0.15291
N -1.11663 0.46883 0.11700
O -1.31251 1.20407 1.06679
O -1.88977 0.63693 -1.20051
H -0.02178 -0.82141 -0.93989
H 0.63366 -0.46795 0.73576
H -2.69671 1.09282 -1.03958
```

***

b | Here is the molecule CH3N3O2 from the Open Molecules 2025 dataset. Energies are from ωB97M-V/def2-TZVPD.

The charge is 0. For the HOMO-LUMO gap, the calculation gives 9.72 eV. As for the spin multiplicity: 1. As for the lowest unoccupied orbital energy: -0.51 eV. As for the SMILES: [H]/N=C(/N)[N+](=O)[O-].

XYZ file:
```
9
CH3N3O2 | the Open Molecules 2025 dataset | ωB97M-V/def2-TZVPD
N 0.43197 -1.09997 0.10016
C -0.33820 0.21531 0.01204
N 0.48283 1.22686 -0.26888
N -1.57509 0.24986 0.18501
O 1.63215 -1.05278 -0.05296
O -0.22647 -2.08476 0.32318
H 0.12803 2.16266 -0.33316
H 1.47020 1.03084 -0.34664
H -2.00542 -0.64802 0.38126
```

***

Energy above the most stable structure, in eV: a 0.396; b 0.000

***

a | Here is a cluster of 2 separate species, C4H13N5 in total from the Open Molecules 2025 dataset. Energies are from ωB97M-V/def2-TZVPD.

The charge is 0. For the HOMO-LUMO gap, the calculation gives 8.29 eV. As for the spin multiplicity: 1. As for the lowest unoccupied orbital energy: 0.92 eV. As for the SMILES: CN=C(N)N.C=CNN.

XYZ file:
```
22
C4H13N5 | the Open Molecules 2025 dataset | ωB97M-V/def2-TZVPD
C 2.18977 -1.45687 -0.11926
C -0.17696 -1.40146 -0.23287
N -0.26033 -1.00448 -1.53317
N -1.37993 -1.85956 0.21272
N 0.87964 -1.62134 0.48176
H -2.07293 -1.12025 0.13931
H -1.12535 -1.28982 -1.97969
H 0.53860 -1.26494 -2.09730
H -1.28621 -2.11768 1.19163
H 2.23800 -0.60125 -0.80203
H 2.92546 -1.28823 0.67364
H 2.48869 -2.35501 -0.66792
N 0.34897 1.60108 0.93327
N 0.81210 2.07464 -0.30149
C -1.01996 1.45673 1.14723
C -2.04661 1.81011 0.35376
H 0.86537 1.90984 1.76261
H 0.43935 1.46591 -1.03845
H 1.82415 1.94520 -0.35923
H -1.22267 1.26999 2.20051
H -3.05976 1.83810 0.73656
H -1.89938 2.00930 -0.70158
```

***

b | Here is a cluster of 3 separate species, C4H13N5 in total from the Open Molecules 2025 dataset. Energies are from ωB97M-V/def2-TZVPD.

The charge is 0. For the HOMO-LUMO gap, the calculation gives 7.97 eV. As for the spin multiplicity: 1. As for the lowest unoccupied orbital energy: -0.10 eV.

XYZ file:
```
22
C4H13N5 | the Open Molecules 2025 dataset | ωB97M-V/def2-TZVPD
C 2.31972 -0.14033 0.96756
C 1.41680 -0.25273 -0.15545
C -0.05402 1.60477 0.26830
C -0.86225 -0.57679 -0.90485
H 1.90049 -0.32130 2.00503
H 2.39355 1.00452 1.12159
H 3.22045 -0.58045 1.00972
H 1.96592 -0.25085 -1.35314
H 1.18630 -1.55918 -0.05264
H -0.99900 1.96345 -0.09408
H 0.80276 2.32840 -0.27807
H 0.31007 1.58028 1.42908
H -1.56055 -2.73319 -0.52436
H 0.20157 -0.92842 1.77880
H -2.38727 -1.90776 1.57523
H -2.86373 1.70977 -2.28000
H -1.38289 1.74487 -2.18921
N 0.18549 0.12247 -0.02231
N -0.82529 -1.92870 -0.33439
N -0.86120 -2.04634 1.05856
N -1.99136 -0.20005 -1.36538
N -2.11558 1.36755 -1.65998
```

***

Energy above the most stable structure, in eV: a 0.000; b 11.706

***

a | Here is a cluster of 2 separate species, C4H8BrNO3 in total from the Open Molecules 2025 dataset. Energies are from ωB97M-V/def2-TZVPD.

The charge is 0. For the HOMO-LUMO gap (alpha / beta), the calculation gives 7.09 / 7.08 eV. As for the spin multiplicity: 1. As for the lowest unoccupied orbital energy (alpha / beta): -0.38 / -0.39 eV.

XYZ file:
```
17
C4H8BrNO3 | the Open Molecules 2025 dataset | ωB97M-V/def2-TZVPD
C 2.29376 -0.18632 1.30863
C -0.77375 -0.11858 -2.24083
C 0.82214 -0.65158 1.15535
C -0.73808 -0.49172 -0.74015
N -1.88781 1.53027 0.30635
O -1.59159 2.67322 -0.08575
O -2.82139 1.20078 1.03877
O 0.41510 -0.27600 -0.21172
Br -2.02190 -1.44485 0.13617
H 2.73523 0.29082 0.39577
H 2.37741 0.43635 2.12620
H 2.84732 -1.08317 1.44858
H -1.82161 0.15381 -2.46583
H -0.07484 0.75174 -2.42927
H -0.58030 -1.06341 -2.71143
H 0.23691 -0.05636 1.80929
H 0.58340 -1.66499 1.15987
```

***

b | Here is a cluster of 2 separate species, C4H8BrNO3 in total from the Open Molecules 2025 dataset. Energies are from ωB97M-V/def2-TZVPD.

The charge is 0. For the HOMO-LUMO gap, the calculation gives 10.01 eV. As for the spin multiplicity: 1. As for the lowest unoccupied orbital energy: -0.50 eV. As for the SMILES: [H]/N=C(/C(=O)O)[C@H](C)O.Br.

XYZ file:
```
17
C4H8BrNO3 | the Open Molecules 2025 dataset | ωB97M-V/def2-TZVPD
C 0.44498 -2.03674 -0.28413
C 0.28347 1.06417 0.77724
C -0.03293 0.45717 -0.55960
C -0.54975 -0.94470 -0.36670
N -1.75116 -1.34706 -0.35094
O 1.64061 -1.83815 -0.26908
O -0.04080 -3.23632 0.04279
O -0.84469 1.25510 -1.45531
Br 4.36089 -0.06512 0.18212
H 0.82603 0.44224 1.49448
H -0.63655 1.46548 1.18050
H 0.89699 2.02725 0.64079
H 0.92681 0.37105 -1.16782
H -0.99664 -3.11400 -0.17505
H -2.56059 -0.77034 -0.29629
H 3.52757 -1.08432 -0.06702
H -1.72678 1.04019 -1.71802
```

***

Energy above the most stable structure, in eV: a 4.686; b 0.000

***

a | Here is a cluster of 3 separate species, C4H12NO3 in total from the Open Molecules 2025 dataset. Energies are from ωB97M-V/def2-TZVPD.

The charge is -1. For the HOMO-LUMO gap, the calculation gives 4.03 eV. As for the spin multiplicity: 1. As for the lowest unoccupied orbital energy: -0.20 eV.

XYZ file:
```
20
C4H12NO3 | the Open Molecules 2025 dataset | ωB97M-V/def2-TZVPD
C -1.14157 -1.43377 -0.20452
N -0.93552 0.01624 -0.48610
C -0.28816 0.76619 0.47673
C 1.23673 0.29572 0.60669
O 0.55098 -2.67345 1.71717
C -0.25932 2.31807 0.02530
O 0.46702 3.01073 0.86931
H -1.97704 -1.73047 -0.81523
H -0.12541 -1.87514 -0.25025
H -1.26600 -1.53590 0.87803
H -0.33122 0.04615 -1.39330
H -0.83007 0.83547 1.42879
H 1.68702 1.09072 1.19993
H 1.20299 -0.70085 1.06223
H 1.49085 0.24112 -0.44588
H 0.08765 2.31893 -1.03324
H -1.32935 2.57550 -0.07954
H 0.42188 -3.50550 2.18245
H 0.87068 -0.35289 -3.17143
O 0.46784 0.29313 -2.56713
```

***

b | Here is a cluster of 2 separate species, C4H12NO3 in total from the Open Molecules 2025 dataset. Energies are from ωB97M-V/def2-TZVPD.

The charge is -1. For the HOMO-LUMO gap, the calculation gives 7.43 eV. As for the spin multiplicity: 1. As for the lowest unoccupied orbital energy: 3.68 eV.

XYZ file:
```
20
C4H12NO3 | the Open Molecules 2025 dataset | ωB97M-V/def2-TZVPD
C -0.96276 1.46557 1.72026
O -2.20406 0.72907 2.21376
C -0.24691 0.71611 0.57724
C -1.08372 -0.29581 0.05599
C -0.24106 -0.99698 -1.26070
O 1.07824 -1.33726 -1.04946
N 1.11647 0.18623 1.10632
H -1.44894 2.35614 1.43045
H -0.42755 1.60811 2.55811
H -2.09585 -0.14916 1.83934
H 0.11191 1.40065 -0.21219
H -1.24633 -1.09300 0.91751
H -1.97852 -0.00241 -0.37092
H -0.95208 -1.83875 -1.47051
H -0.30295 -0.26672 -2.08425
H 1.33485 -0.55676 0.54964
H 0.98603 -0.21646 2.03434
H 2.29687 0.51945 -2.72255
H 1.88175 -0.77949 -2.18726
O 2.27986 -0.34413 -2.98715
```

***

Energy above the most stable structure, in eV: a 5.578; b 0.000

***

a | Here is a structure of composition C25H14BrN4O10SW from the Open Molecules 2025 dataset. Energies are from ωB97M-V/def2-TZVPD.

The charge is -1. For the HOMO-LUMO gap, the calculation gives 5.93 eV. As for the spin multiplicity: 1. As for the lowest unoccupied orbital energy: 1.64 eV.

XYZ file:
```
56
C25H14BrN4O10SW | the Open Molecules 2025 dataset | ωB97M-V/def2-TZVPD
W -1.22384 -0.49932 0.50785
O -2.65997 3.11222 2.01145
C -2.03442 2.09963 1.76651
O -2.51582 0.95485 1.37460
C -0.55048 2.00549 1.97405
C 0.27212 2.94327 2.56461
C 1.57889 2.58068 2.88101
C 1.98716 1.26377 2.68254
C 1.10635 0.37175 2.10369
N -0.10158 0.77404 1.68327
C 1.25545 -1.12026 2.02073
O 2.27100 -1.68480 2.37564
O 0.14217 -1.66974 1.62651
H -0.13556 3.92040 2.78236
H 2.25102 3.30031 3.32888
H 2.95326 0.89523 2.99872
S -3.39231 -0.37624 -0.96396
C -2.63627 1.08070 -1.44119
C -3.10721 2.09972 -2.28049
C -2.27955 3.16011 -2.55923
C -0.99749 3.22506 -2.00216
C -0.60403 2.21045 -1.16162
N -1.41283 1.17856 -0.89695
H -4.09999 2.02222 -2.69977
H -2.62145 3.94865 -3.21822
H -0.32530 4.04293 -2.21553
H 0.37442 2.18153 -0.69913
Br -2.32734 -0.17180 4.14007
C -2.90801 -1.62591 3.10345
C -3.75324 -2.53221 3.74109
C -4.09808 -3.69971 3.09007
C -3.56120 -3.95840 1.83646
C -2.75553 -2.99680 1.26801
N -2.48579 -1.81343 1.85786
C -2.01112 -3.28687 -0.03052
O -2.13344 -4.38160 -0.53609
O -1.28377 -2.31005 -0.44275
H -4.09650 -2.31006 4.73981
H -4.74869 -4.41757 3.57238
H -3.71628 -4.87385 1.28645
O -0.09763 -0.68999 -2.70100
C 0.74349 -0.55398 -1.83766
O 0.58155 -0.41744 -0.55905
C 2.21615 -0.46235 -2.22876
C 3.19710 -0.10191 -1.31272
C 4.52026 0.01102 -1.71171
C 4.82619 -0.25950 -3.03197
C 3.87792 -0.63827 -3.96677
C 2.56060 -0.73244 -3.55045
N 6.23854 -0.13984 -3.46777
O 6.50280 -0.41308 -4.62199
O 7.05604 0.24113 -2.65374
H 2.91619 0.07583 -0.28364
H 5.30031 0.29278 -1.02157
H 4.17210 -0.84613 -4.98379
H 1.77363 -1.00877 -4.23788
```

***

b | Here is a structure of composition C25H14BrN4O10SW from the Open Molecules 2025 dataset. Energies are from ωB97M-V/def2-TZVPD.

The charge is -1. For the HOMO-LUMO gap (alpha / beta), the calculation gives 5.72 / 5.72 eV. As for the spin multiplicity: 1. As for the lowest unoccupied orbital energy (alpha / beta): 1.64 / 1.64 eV.

XYZ file:
```
56
C25H14BrN4O10SW | the Open Molecules 2025 dataset | ωB97M-V/def2-TZVPD
W -0.23576 -0.29273 -0.00066
O 2.16269 2.89696 1.09417
C 1.49524 2.08352 0.49059
O 0.37953 1.54233 0.88275
C 1.84920 1.65622 -0.91163
C 2.96539 2.02646 -1.62970
C 3.08904 1.54811 -2.93109
C 2.09062 0.75362 -3.48199
C 1.00717 0.43681 -2.68670
N 0.92218 0.85789 -1.43290
C -0.12199 -0.49393 -3.03351
O -0.32948 -0.84125 -4.17995
O -0.81358 -0.78702 -1.98215
H 3.70938 2.65252 -1.15880
H 3.97120 1.78888 -3.51123
H 2.13364 0.35740 -4.48612
S -2.53630 -1.15248 0.16460
C -2.90567 0.37711 -0.52803
C -4.06087 0.82375 -1.16653
C -4.07322 2.11172 -1.65584
C -2.93945 2.91920 -1.52133
C -1.81726 2.39154 -0.92117
N -1.81087 1.15354 -0.41768
H -4.90546 0.15717 -1.26979
H -4.95413 2.49433 -2.15625
H -2.92412 3.93167 -1.89911
H -0.90313 2.95821 -0.80408
Br -2.61959 1.08645 2.72568
C -1.09520 0.10957 3.25309
C -0.86413 0.05033 4.61872
C 0.28236 -0.57424 5.07013
C 1.17795 -1.05715 4.13765
C 0.86959 -0.93796 2.79594
N -0.29289 -0.43803 2.34598
C 1.97425 -1.19684 1.78364
O 2.98632 -1.75906 2.15702
O 1.79047 -0.65465 0.63246
H -1.57124 0.50670 5.29409
H 0.48962 -0.63779 6.13071
H 2.13139 -1.49242 4.39757
O -0.08442 -2.40230 0.19773
C 0.62228 -3.12867 -0.63027
O 1.34719 -2.73324 -1.51895
C 0.47287 -4.61565 -0.37918
C 1.01490 -5.50526 -1.29947
C 0.90155 -6.87000 -1.10903
C 0.24772 -7.32985 0.02329
C -0.29534 -6.46443 0.95768
C -0.18415 -5.10139 0.74453
N 0.12585 -8.77551 0.23736
O -0.29485 -9.15841 1.31340
O 0.60478 -9.51705 -0.60064
H 1.52436 -5.09658 -2.16156
H 1.30807 -7.57913 -1.81454
H -0.79652 -6.86438 1.82653
H -0.60932 -4.39510 1.44375
```

***

Energy above the most stable structure, in eV: a 0.000; b 0.274